Record 1
The following is a quantum chemistry calculation of a 2-piece molecular cluster, C5H9NO overall in a non-equilibrium geometry, from the OMol25 dataset.

Each line ends with the natural charge from an NBO analysis.
Element x y z (Å)
C -0.4724 -0.3122 -2.7471  -0.622
C -0.1034 -0.0118 -1.3378  -0.145
C 0.9326 -0.3100 -0.4481  -0.101
N 0.5319 0.1132 0.7766  -0.484
C -0.5146 1.0055 0.7214  -0.130
C -0.9308 0.9173 -0.6125  -0.307
H -0.6811 -1.3426 -3.0540  0.204
H 0.2502 0.0121 -3.5191  0.197
H -1.4126 0.1420 -3.0878  0.208
H 1.7478 -1.0085 -0.5391  0.196
H 1.1904 -0.0533 1.5314  0.412
H -1.0751 0.9733 1.6439  0.231
H -1.5932 1.6537 -1.0539  0.196
H 0.1397 -0.7562 4.4222  0.353
H 1.4703 -0.4503 3.7732  0.258
O 0.5205 -0.5722 3.5308  -1.466

As for the gap between HOMO and LUMO (spin up / spin down): 2.659 / 8.336 eV. The highest occupied orbital energy (spin up / spin down) is 0.775 / -4.933 eV. As for the total charge: -1. Its multiplicity is 2.


Record 2
The following is a quantum chemistry calculation of one molecule with the formula C5H9NO in a non-equilibrium geometry, from the OMol25 dataset.

Each line ends with the natural charge from an NBO analysis.
Element x y z (Å)
C -1.5181 -0.2254 -0.7086  -0.649
C -0.6982 -0.2430 0.5753  0.122
O -0.3652 -1.5609 0.9726  -0.721
C 0.6522 0.5107 0.5076  -0.341
C 1.7637 -0.2105 -0.2657  -0.597
C 0.4523 1.8624 -0.0351  0.294
N 0.2850 2.9176 -0.4800  -0.332
H -1.7264 0.8003 -1.0303  0.235
H -2.4804 -0.7218 -0.5313  0.211
H -1.0072 -0.7540 -1.5193  0.216
H -1.2912 0.2441 1.3661  0.166
H -1.1731 -2.0884 0.9547  0.475
H 0.9844 0.6243 1.5454  0.249
H 2.7065 0.3356 -0.1536  0.221
H 1.5325 -0.2721 -1.3328  0.214
H 1.8834 -1.2188 0.1350  0.237

The SMILES is C[C@@H](O)[C@@H](C)C#N. As for the gap between HOMO and LUMO: 11.530 eV. The highest occupied orbital energy is -10.870 eV.


Record 3
The following is a quantum chemistry calculation of a 2-piece molecular cluster, C5H9NO overall, from the OMol25 dataset.

Each line ends with the natural charge from an NBO analysis.
Element x y z (Å)
C 0.5759 -1.4869 1.4865  -0.693
C -0.3654 -0.3206 1.5927  0.166
N -0.0950 0.9211 1.3731  -0.631
C -1.2059 -0.3623 -0.5475  -0.059
C -0.3079 0.2403 -1.5249  -0.125
C 0.3606 1.5292 -1.6983  -0.116
O 1.0895 0.3367 -1.3551  -0.511
H 0.0526 -2.3121 0.9983  0.243
H 0.9036 -1.8158 2.4799  0.225
H 1.4495 -1.2240 0.8824  0.226
H -1.3415 -0.5297 2.0388  0.182
H 0.8685 0.9860 1.0266  0.335
H -2.1850 0.1392 -0.6951  0.136
H -0.6432 -0.2862 -2.4426  0.237
H 0.5596 1.9051 -2.7023  0.186
H 0.2841 2.2800 -0.9125  0.198

As for the gap between HOMO and LUMO: 8.532 eV. The highest occupied orbital energy is -8.678 eV.


Record 4
The following is a quantum chemistry calculation of one molecule with the formula C5H9NO, from the OMol25 dataset.

Each line ends with the natural charge from an NBO analysis.
Element x y z (Å)
C -1.4197 1.1312 -0.6923  -0.406
C -1.5520 0.0177 0.0257  -0.193
C -0.5883 -1.1458 0.0434  -0.457
C 0.8106 -0.8778 -0.5114  -0.510
C 1.6688 0.2055 0.1309  0.678
N 1.1851 0.8052 1.2619  -0.833
O 2.7742 0.4575 -0.3174  -0.616
H -2.1573 1.9277 -0.6414  0.207
H -0.5785 1.2913 -1.3656  0.198
H -2.4182 -0.0885 0.6810  0.204
H -0.5035 -1.5288 1.0695  0.217
H -1.0317 -1.9666 -0.5397  0.233
H 0.7823 -0.6555 -1.5824  0.234
H 1.4096 -1.7902 -0.4217  0.246
H 1.7279 1.5876 1.5939  0.399
H 0.1891 0.8642 1.4209  0.400

The SMILES is C=CCCC(N)=O. As for the gap between HOMO and LUMO: 10.575 eV. The highest occupied orbital energy is -9.636 eV.


Record 5
The following is a quantum chemistry calculation of one molecule with the formula C5H9NO, from the OMol25 dataset.

Each line ends with the natural charge from an NBO analysis.
Element x y z (Å)
C -2.0574 -0.4346 0.0469  -0.633
C -1.1454 0.5777 0.6901  -0.062
N 0.0476 0.2159 1.4469  -0.588
C 0.1991 0.9225 0.1563  -0.119
C 0.9994 0.2180 -0.9054  0.039
C 2.2194 -0.4602 -0.4546  -0.111
O 1.0577 -1.1966 -0.8352  -0.499
H -2.5293 0.0379 -0.8200  0.216
H -2.8557 -0.7587 0.7256  0.215
H -1.5073 -1.3167 -0.2943  0.223
H -1.6716 1.3989 1.1783  0.194
H 0.2231 -0.7796 1.2763  0.353
H 0.5069 1.9721 0.2013  0.202
H 0.9986 0.6342 -1.9161  0.194
H 3.0799 -0.5760 -1.1106  0.186
H 2.4351 -0.4549 0.6144  0.190

The SMILES is C[C@H]1N[C@H]1[C@H]1CO1. As for the gap between HOMO and LUMO: 10.357 eV. The highest occupied orbital energy is -9.211 eV.


Record 6
The following is a quantum chemistry calculation of C5H9NO as an isolated structure in a non-equilibrium geometry, from the OMol25 dataset.

Each line ends with the natural charge from an NBO analysis.
Element x y z (Å)
C -0.9031 -0.3480 1.1535  -0.607
C -0.1783 -0.0679 -0.1537  -0.199
C -0.3336 -1.2133 -1.1612  -0.592
C -0.3709 1.2602 -0.8653  0.089
O 0.9490 1.4950 -0.9786  -0.420
C 1.2660 0.4378 -0.1636  0.393
N 1.8715 0.9716 0.9685  -0.835
H -0.9143 0.5198 1.8193  0.216
H -1.9474 -0.5856 0.9171  0.220
H -0.4883 -1.2103 1.6902  0.211
H 0.0636 -2.1281 -0.7089  0.214
H -1.3772 -1.3842 -1.4386  0.206
H 0.2634 -1.0045 -2.0546  0.222
H 1.1945 1.6760 1.3039  0.355
H -0.9802 1.4908 -1.7377  0.157
H 2.0294 0.2695 1.6797  0.370

As for the gap between HOMO and LUMO (spin up / spin down): 8.005 / 8.391 eV. The highest occupied orbital energy (spin up / spin down) is -7.715 / -7.831 eV.


Record 7
The following is a quantum chemistry calculation of a 2-piece molecular cluster, C5H9NO overall, from the OMol25 dataset.

Each line ends with the natural charge from an NBO analysis.
Element x y z (Å)
C 1.4404 1.0156 -1.4286  -0.421
C 0.4002 -0.9439 -0.3120  -0.268
C 0.1497 -1.6517 1.0264  -0.412
C -1.0603 -0.6742 1.2526  -0.440
C -0.5026 0.0473 0.0535  0.184
N -0.3193 1.3196 -0.2087  -0.148
O -1.4069 2.1531 0.1474  -0.587
H 1.9170 0.1863 -1.9416  0.175
H 1.9998 1.4300 -0.6000  0.199
H 1.0167 1.7510 -2.1023  0.185
H 0.6056 -1.4235 -1.2597  0.224
H -0.1052 -2.7165 0.9803  0.204
H 0.9374 -1.5072 1.7750  0.209
H -1.0939 -0.0770 2.1680  0.216
H -2.0181 -1.1739 1.0884  0.222
H -1.9606 2.2646 -0.6387  0.460

As for the gap between HOMO and LUMO (spin up / spin down): 7.917 / 7.267 eV. The highest occupied orbital energy (spin up / spin down) is -7.715 / -7.504 eV.


Record 8
The following is a quantum chemistry calculation of one molecule with the formula C5H9NO, from the OMol25 dataset.

Each line ends with the natural charge from an NBO analysis.
Element x y z (Å)
C -1.7707 -0.1371 -0.6355  -0.635
C -1.0456 0.5518 0.4949  -0.049
N -0.4389 -0.2858 1.5536  -0.636
C 0.4270 0.5519 0.6523  -0.091
C 1.1576 -0.5756 -0.0683  -0.180
C 1.9694 -0.2030 -1.2412  -0.148
O 2.5948 -0.4155 0.0079  -0.535
H -1.9524 0.5863 -1.4368  0.224
H -2.7380 -0.5227 -0.2965  0.215
H -1.1710 -0.9555 -1.0359  0.252
H -1.5670 1.4097 0.9189  0.214
H -0.6058 -0.0822 2.5356  0.411
H 0.9172 1.4120 1.1079  0.219
H 0.0377 -1.2126 1.0586  0.414
H 2.1791 -0.9508 -2.0088  0.171
H 2.0066 0.8293 -1.6066  0.154

As for the gap between HOMO and LUMO: 7.810 eV. The highest occupied orbital energy is -7.129 eV.


Looking at molecular weight for the records above, in order, we have 99.1; 99.1; 99.1; 99.1; 99.1; 99.1; 99.1; 99.1 g mol⁻¹.
Looking at ΔE to the lowest compared entry with this formula, charge and spin for the records above, in order, we have 77.14; 93.18; 633.17; 69.54; 290.70; 460.69; 764.84; 578.52 kJ/mol.
Looking at energy for the records above, in order, we have -325.83413; -325.90207; -325.69639; -325.91107; -325.82683; -325.76209; -325.64624; -325.71721 a.u..